[1]
This record from the OMol25 dataset describes a cluster of 9 separate species, C29H69IN8O10P in total in a non-equilibrium geometry. The level of theory is wB97M-V/def2-TZVPD.

Orbital gap: 5.7489 eV
HOMO: -0.1375 Ha
Energy above the lowest of the compared OMol25 structures with the same formula, charge and spin: 0.0 kJ/mol
E_tot: -2975.936486 Eh

Structure (ORCA input):
```
! RIJCOSX wB97M-V def2-TZVPD def2/J DEFGRID3
* xyz -1 1
H -2.745 -1.458 4.207
C -5.782 -4.788 2.822
H 0.651 3.138 6.767
H -2.558 -1.470 1.917
C 0.062 -4.255 -2.147
H -3.308 1.147 4.527
H -0.763 2.037 -8.355
H 0.697 3.226 2.515
C -2.155 -0.615 3.820
C -2.505 -0.459 2.326
H -5.504 -1.198 -3.033
H 2.119 2.504 7.526
P -0.358 2.553 1.768
N 0.172 -3.820 -3.527
C 5.759 -0.827 -5.255
H -3.313 -5.695 4.683
H -2.167 5.921 -0.812
C 1.429 7.612 -1.522
H 5.757 1.926 5.133
H 2.857 -0.875 -5.511
N 0.556 0.562 -7.640
O 2.539 0.859 -6.654
O 0.718 1.231 1.263
H -3.529 -0.001 -2.962
H -1.509 7.359 -1.612
I -4.494 0.357 2.014
H 0.497 3.183 -6.764
H -1.660 -0.222 0.444
H -4.428 0.027 -1.418
H -4.067 -3.882 1.904
N 5.204 1.902 4.293
H 2.108 0.578 8.835
O -0.605 6.210 1.112
C -1.491 0.286 1.405
O 0.661 -3.978 -5.705
O -2.242 -2.155 -1.135
N 5.156 -1.464 -4.102
C 0.942 1.059 6.467
H 1.299 -0.889 6.355
H -0.737 0.524 -9.276
C -3.225 -1.717 -1.713
H -1.317 3.582 2.149
C -1.257 6.391 -1.173
C 1.551 1.357 -7.171
C -0.314 6.566 -0.009
H -2.509 0.197 5.762
H 0.406 -5.277 -2.020
C 1.382 2.849 -7.306
H 5.853 3.634 3.329
N 0.903 7.137 -0.260
H 2.244 0.561 3.500
C -5.082 -3.609 2.200
C -5.371 -2.270 -2.934
H 6.045 0.195 -4.999
H 1.462 -1.073 8.826
C -0.686 0.958 -8.276
C 1.070 -5.931 -4.376
H 0.245 -6.537 -3.999
H -0.627 1.834 2.993
H 6.672 2.140 2.830
C 4.033 1.216 4.428
H -5.341 -2.718 -3.930
O -6.802 -5.272 2.353
H 0.348 -0.839 1.125
H 1.900 -5.960 -3.669
H 0.660 -3.596 -1.517
C 1.069 2.298 7.314
H 5.068 -0.797 -6.091
O 3.536 -2.484 -2.939
H -0.810 5.746 -1.931
O 0.443 1.086 5.355
H -2.688 0.333 -1.437
N 1.410 -0.109 6.979
H 1.664 8.677 -1.445
C -3.487 -0.244 -1.898
H -0.082 3.233 0.526
N -4.147 -2.582 -2.224
H 0.518 2.180 8.250
H 2.253 3.340 -6.884
H -6.223 -2.683 -2.390
H 0.354 -0.112 2.707
H 5.699 -1.545 -3.258
H 2.345 7.069 -1.766
H 0.733 -0.422 -7.511
H 3.460 -2.473 -6.031
H 2.810 2.115 2.906
N -5.231 -5.312 3.950
H 3.047 -0.731 8.098
H -5.628 -3.296 1.316
H -1.571 1.300 4.790
H 3.633 0.614 2.406
H -0.980 -4.182 -1.836
H 6.655 -1.378 -5.551
O -1.735 1.633 1.092
H 5.020 2.474 2.282
H -3.919 -3.550 -2.069
C -2.396 0.587 4.739
H 1.402 -6.346 -5.324
H -1.528 0.585 -7.690
H 1.481 7.214 0.559
C 3.901 -1.984 -3.993
C -4.035 -4.876 4.649
H -5.047 -2.772 2.898
H 0.713 7.469 -2.325
C 0.621 -4.509 -4.598
H -0.117 -2.880 -3.746
C 2.040 -0.338 8.259
H -5.742 -6.097 4.319
C 5.709 2.573 3.113
H -1.113 -0.921 3.917
H -3.578 -4.025 4.155
H 1.297 3.130 -8.357
O 3.740 0.705 5.502
C 3.015 -1.913 -5.206
C 3.130 1.124 3.230
H -4.293 -4.594 5.671
H 2.057 -2.355 -4.972
C 0.028 0.058 1.672
*
```

Mulliken atomic charge list, values in e, 4 entries: 0.018 0.450 0.323 0.394

***

[2]
This record from the OMol25 dataset describes a cluster of 14 separate species, C10H48O14 in total in a non-equilibrium geometry. The level of theory is wB97M-V/def2-TZVPD.

Orbital gap: 9.1766 eV
HOMO: -0.3494 Ha
Energy above the lowest of the compared OMol25 structures with the same formula, charge and spin: 0.0 kJ/mol
E_tot: -1463.106521 Eh

Structure (ORCA input):
```
! RIJCOSX wB97M-V def2-TZVPD def2/J DEFGRID3
* xyz 0 1
O -3.944 0.790 1.262
C -0.854 1.574 3.210
H -0.011 -3.976 -1.740
H 0.306 -3.193 2.065
H 1.613 -3.784 3.084
H -0.316 2.538 -1.765
H -1.438 -1.501 -0.281
O 4.682 -1.899 -1.532
H -1.748 1.752 -1.224
H -1.614 3.861 -0.101
O 0.592 -2.791 -4.223
H 3.215 -0.789 -4.165
O 3.920 -1.451 -4.262
H 3.237 5.105 1.260
H -1.299 3.179 4.606
H -3.129 -2.147 -3.313
H -0.435 -0.223 -2.098
H -4.047 0.338 2.105
H 0.498 -1.557 -1.703
H 2.361 4.961 -0.308
H 1.990 1.484 -4.213
O 1.348 0.225 -0.988
H 1.833 0.300 -1.818
H 3.379 -0.475 1.933
H 4.332 -2.079 -2.419
H -0.018 -1.351 0.739
H 2.289 -0.515 0.858
C -1.817 3.909 -1.171
H -1.295 -4.727 -1.393
C 0.647 -3.263 3.095
H 1.870 2.558 0.247
H -1.004 0.062 0.363
H 0.339 3.104 1.602
O 1.065 3.723 1.754
H -0.278 -5.160 3.571
H -2.696 2.229 4.209
C 0.221 -0.570 -1.291
H 0.202 1.811 3.359
O -0.965 -3.960 -1.873
O -1.906 2.425 -3.152
H -1.234 4.709 -1.633
H -1.471 1.566 5.283
O -2.974 -1.891 -2.399
H -0.924 0.482 3.184
H -2.878 4.128 -1.292
H 0.842 -2.283 3.522
H -1.902 1.474 1.574
H 1.380 -2.773 -4.777
H -3.908 0.061 0.608
H -2.282 -2.495 -2.082
H 2.868 2.702 1.699
H 3.892 4.153 -0.020
C -0.588 -0.859 -0.052
H -4.021 -1.779 -0.900
O -4.452 -1.596 -0.042
O 2.516 -0.848 1.734
H -1.418 3.023 -3.725
H 0.542 -3.699 -3.910
O -1.666 -3.666 3.808
H 4.605 -1.014 -4.775
H -4.207 -2.337 0.521
H 3.987 -1.406 -1.086
H -0.016 -4.170 4.962
O 1.933 0.534 -4.067
C 2.200 3.256 1.024
C -1.619 2.161 4.375
H -1.874 -3.156 4.594
O -1.298 2.121 1.963
C -0.301 -4.120 3.905
C 2.943 4.435 0.449
H 1.612 0.172 -4.901
C -1.413 2.596 -1.831
*
```

Mulliken atomic charge list, values in e, 4 entries: -0.624 0.163 0.296 -0.018

***

[3]
This record from the OMol25 dataset describes a cluster of 2 separate species, C3H10OS in total in a non-equilibrium geometry. The level of theory is wB97M-V/def2-TZVPD.

Orbital gap: 9.2345 eV
HOMO: -0.3094 Ha
Energy above the lowest of the compared OMol25 structures with the same formula, charge and spin: 87.9 kJ/mol
E_tot: -593.683629 Eh
SMILES: CSC.CO

Structure (ORCA input):
```
! RIJCOSX wB97M-V def2-TZVPD def2/J DEFGRID3
* xyz 0 1
H -0.559 2.145 -2.453
O 1.177 0.981 -2.331
H -0.914 -1.584 0.470
H -2.002 -0.419 1.322
H 1.790 -1.097 1.132
H -1.994 -2.143 1.709
C -0.263 1.136 -2.192
S -0.072 -0.929 2.628
C 1.175 -0.270 1.493
H 1.845 0.355 2.076
H 1.638 1.691 -1.881
H -0.582 0.348 -2.851
C -1.373 -1.296 1.417
H 0.677 0.135 0.621
H -0.543 0.948 -1.161
*
```

natural (NBO) atomic charge list, values in e, 4 entries: 0.171 -0.734 0.217 0.212

***

[4]
This record from the OMol25 dataset describes a structure of composition C11H7NO5Ru in a non-equilibrium geometry. The level of theory is wB97M-V/def2-TZVPD.

Orbital gap (alpha / beta): 8.1369 / 4.2838 eV
Expectation value of S²: 8.793
HOMO (alpha / beta): -0.7387 / -0.7765 Ha
E_tot: -947.722646 Eh

Structure (ORCA input):
```
! RIJCOSX wB97M-V def2-TZVPD def2/J DEFGRID3
* xyz 3 6
C -0.855 -0.212 -0.764
C 2.986 0.123 0.456
H -3.466 -1.707 2.768
C -0.084 -0.068 1.383
H -4.453 -0.965 1.416
O 4.544 2.059 -2.130
C 1.995 2.921 0.827
C -3.553 -1.617 1.626
H -0.712 -0.082 -1.821
C -2.224 -1.022 1.029
O 0.315 2.571 -2.651
N 0.042 0.299 0.082
O 3.529 -0.821 0.818
C -1.198 -0.665 1.876
Ru 2.077 1.611 -0.390
C 0.931 2.269 -1.772
O 1.761 3.654 1.677
C -2.015 -0.817 -0.345
C 3.629 2.046 -1.360
O 2.064 -3.037 -4.351
H 0.752 0.201 2.046
C 1.829 -2.168 -3.653
H -3.786 -2.649 1.227
H -2.821 -1.101 -0.995
H -1.287 -0.822 3.002
*
```

natural (NBO) atomic charge list, values in e, 4 entries: 0.176 0.461 0.278 0.218

***

[5]
This record from the OMol25 dataset describes a cluster of 3 separate species, C4H11NO2 in total in a non-equilibrium geometry. The level of theory is wB97M-V/def2-TZVPD.

Orbital gap (alpha / beta): 9.5034 / 6.7471 eV
Expectation value of S²: 0.765
HOMO (alpha / beta): -0.5453 / -0.5453 Ha
Energy above the lowest of the compared OMol25 structures with the same formula, charge and spin: 189.0 kJ/mol
E_tot: -363.856384 Eh

Structure (ORCA input):
```
! RIJCOSX wB97M-V def2-TZVPD def2/J DEFGRID3
* xyz 1 2
H 0.789 -0.923 1.642
H -2.342 -1.693 -1.332
O -1.375 2.819 -2.471
H -2.142 2.936 -1.914
H 2.176 1.050 2.353
H 1.883 -2.559 -0.481
O 2.546 -2.808 0.148
C 0.546 0.090 1.365
H -2.804 -0.170 -0.284
C 1.133 1.248 2.088
H 1.227 2.184 1.560
C -0.186 0.260 0.203
H -0.431 1.276 -0.099
N -0.856 -0.735 -0.448
H -0.772 2.181 -2.087
H 2.322 -3.641 0.582
H 0.575 1.487 2.995
C -2.105 -0.960 -0.552
*
```

natural (NBO) atomic charge list, values in e, 4 entries: 0.246 0.239 -0.918 0.473

***

[6]
This record from the OMol25 dataset describes a structure of composition C30H50MnP2S in a non-equilibrium geometry. The level of theory is wB97M-V/def2-TZVPD.

Orbital gap (alpha / beta): 4.8651 / 7.1081 eV
Expectation value of S²: 6.449
HOMO (alpha / beta): -0.3538 / -0.3664 Ha
E_tot: -3404.765760 Eh

Structure (ORCA input):
```
! RIJCOSX wB97M-V def2-TZVPD def2/J DEFGRID3
* xyz 1 5
H 3.129 3.064 1.635
H -1.151 -4.693 1.272
H -0.217 4.717 1.248
H 2.296 0.978 3.853
C 2.834 3.580 0.717
H -1.171 1.960 2.533
Mn -0.109 -0.668 -0.030
H 0.748 -3.688 1.006
C 2.811 0.562 -2.521
H 4.053 0.186 0.129
C 3.061 4.023 -1.730
H 3.725 3.638 -2.520
H 2.370 5.661 0.456
C 2.439 -1.053 -0.537
C -0.089 -0.863 3.993
C 1.502 -2.104 -0.230
H -5.165 -6.273 1.501
H -0.292 1.865 4.091
H 0.254 -1.901 3.888
C 0.821 -1.025 -2.177
H -3.536 1.511 -2.568
H 0.712 -1.332 -4.298
H 0.503 2.573 2.647
H -2.141 2.377 -1.840
H -4.503 -2.003 1.631
P -2.348 0.125 -0.959
C -0.319 -3.331 -1.648
H -4.372 -0.874 -1.851
H -0.969 -3.142 -2.509
H 2.049 -2.755 1.738
C -2.488 1.417 -2.245
C 1.690 -3.171 0.787
H -1.867 1.156 -3.110
H -0.971 -3.585 -0.803
H 3.547 1.086 -1.905
H -2.915 -1.585 -2.610
H 2.164 1.321 -2.971
H -0.690 2.788 0.104
P 0.440 0.147 2.530
H 2.711 -0.570 3.039
H 0.348 -0.434 4.908
C -4.991 -4.114 1.563
H 3.739 -1.223 1.165
C 2.208 0.398 2.923
H -0.863 -1.134 -3.503
C 0.540 -2.166 -1.326
H -6.066 -3.948 1.658
C -0.193 1.801 2.998
H -4.494 0.808 -0.054
H 1.649 3.632 -3.323
C -4.128 -3.025 1.534
C 3.365 3.259 -0.470
H -2.704 -6.638 1.306
C -2.733 -3.225 1.395
H 2.680 0.956 2.102
H 1.866 4.959 1.989
C 0.180 -0.794 -3.494
C -3.353 -1.240 -1.664
H 3.357 0.072 -3.341
S -1.656 -1.882 1.437
C 2.028 -0.415 -1.730
H -3.399 -2.085 -0.965
H 3.333 5.084 -1.606
C 1.922 4.761 0.906
C 0.094 3.390 -0.369
C 1.598 3.970 -2.274
H 0.248 5.529 -0.240
H -1.182 -0.879 4.087
H 1.213 5.003 -2.316
H -3.154 1.824 0.567
H -3.413 0.191 1.236
C 0.458 4.639 0.380
C -4.485 -5.417 1.476
H 0.304 2.202 -2.129
H 0.278 -4.230 -1.874
H 2.427 -3.922 0.457
H 0.182 0.271 -3.760
C 0.616 3.086 -1.564
C -3.462 0.800 0.326
C -2.226 -4.544 1.327
H 4.144 2.494 -0.557
H 4.534 -1.434 -0.404
C 3.750 -0.869 0.127
C -3.105 -5.627 1.362
*
```

Mulliken atomic charge list, values in e, 4 entries: 0.581 0.279 0.370 0.528